The following is a DFT calculation (ωB97M-V/def2-TZVPD) of a structure of composition C34H58Cl2N3O5PS6Si2.

The geometry in XYZ format:
```
111
Properties=species:S:1:pos:R:3
C -1.90562 -0.98433 -0.84389
C -0.52701 -0.93234 -1.55090
C 0.36775 0.25677 -1.14969
C 1.12622 0.12003 0.18980
N 0.25974 0.26242 1.39029
C 0.50682 1.49937 2.12637
C -0.14777 2.69207 1.35563
C 0.81901 3.37898 0.37722
C 0.56182 4.90482 0.09683
C 0.14025 5.11689 -1.34965
C 1.17113 5.16237 -2.25974
P 2.96264 4.92064 -1.81162
O 3.67061 6.21749 -1.73705
C 0.97424 5.39045 -3.63126
Cl 2.31091 5.46547 -4.73686
C -0.25308 5.58430 -4.16688
C -1.33807 5.52750 -3.29974
C -2.63800 5.71339 -3.87935
Cl -2.76992 5.97719 -5.57244
C -3.71339 5.67653 -3.07179
S -5.32802 5.92228 -3.80423
N -3.56586 5.42614 -1.72698
S -5.03550 5.41536 -0.78738
C -2.37292 5.20352 -1.12252
S -2.49948 4.83842 0.60110
C -3.31923 3.21065 0.77391
C -3.38505 2.37539 -0.50383
O -2.55982 2.38757 -1.37973
O -4.44616 1.49343 -0.60064
C -5.71423 2.11018 -0.73895
C -6.80134 1.03663 -0.56852
C -7.07063 0.76908 0.91642
O -7.98390 1.49345 -1.22863
C -8.94365 0.54694 -1.35011
O -8.75533 -0.64438 -1.21804
C -10.34834 1.02736 -1.70292
S -10.39789 1.44778 -3.49139
C -1.19138 5.27898 -1.90629
C 0.43971 -0.88087 2.20307
S 1.09152 -0.89664 3.68817
S -0.03901 -2.50330 1.54689
C 1.58294 -3.31235 1.20593
C 1.72750 -3.85816 -0.21831
C 0.47619 -4.59410 -0.77570
H -2.14088 -2.04236 -0.66895
H -1.92150 -0.50450 0.13769
H -2.68177 -0.61697 -1.52356
H 0.01334 -1.87493 -1.44198
H -0.73152 -0.81123 -2.62539
H 1.13864 0.34452 -1.93475
H -0.24390 1.16722 -1.21535
H 1.89683 0.90639 0.18761
H 1.68194 -0.82125 0.17080
H -0.01704 1.45694 3.08401
H 1.57056 1.70849 2.30453
H -0.65292 3.39181 2.02706
H -0.92595 2.21479 0.74485
H 0.88066 2.88365 -0.59761
H 1.82590 3.28123 0.80865
H 1.54357 5.38091 0.19157
H -0.03682 5.41175 0.84934
H 3.59052 4.12441 -2.79015
H 2.99814 4.32384 -0.53787
H -0.34588 5.74518 -5.23022
H -5.25029 5.01031 -4.80479
H -5.64970 6.55048 -1.20301
H -4.29492 3.37021 1.24293
H -2.74784 2.62410 1.50519
H -5.86155 2.53167 -1.74608
H -5.92686 2.88493 0.00651
H -6.38761 0.11192 -0.98619
H -7.84990 0.01081 1.04805
H -7.44878 1.66774 1.42350
H -6.18422 0.36513 1.41671
H -11.04966 0.20800 -1.55162
H -10.68662 1.85946 -1.07769
H -11.51934 0.84394 -3.93866
H 2.33853 -2.52591 1.33088
H 1.83478 -4.05730 1.96582
H 2.54559 -4.58993 -0.20118
H 2.04589 -3.08759 -0.93126
H 0.10690 -4.04304 -1.64957
H -0.31782 -4.73689 -0.03706
H 0.72328 -5.59075 -1.16134
C 5.21629 -6.80995 -0.33256
Si 6.21417 -6.04826 1.08808
C 7.55718 -4.98032 0.28525
C 7.06159 -7.48823 1.97777
N 5.16841 -5.17396 2.07857
Si 5.64888 -4.33658 3.46150
C 6.88392 -2.94383 3.10736
C 6.38741 -5.44811 4.80328
C 4.12279 -3.51767 4.21816
H 5.87055 -7.38463 -0.99833
H 4.44950 -7.48480 0.05459
H 4.73202 -6.02863 -0.92402
H 8.07459 -5.53911 -0.50483
H 8.31384 -4.66992 1.00821
H 7.11850 -4.08837 -0.16717
H 6.32936 -8.08123 2.52887
H 7.82667 -7.14019 2.67418
H 7.55612 -8.14827 1.25423
H 7.87236 -3.33270 2.85653
H 7.00304 -2.30056 3.98879
H 6.53293 -2.32056 2.28188
H 5.74298 -6.31036 4.98462
H 6.48833 -4.89813 5.74759
H 7.38224 -5.80578 4.53156
H 3.37524 -4.26410 4.49587
H 3.67801 -2.82107 3.50195
H 4.39297 -2.95516 5.12011
```

HOMO level   -0.17434 Ha
Gap between HOMO and LUMO   1.045 eV
Energy above the lowest of the compared OMol25 structures with the same formula, charge and spin   0.0 kcal/mol
Calculated total energy   -6100.502157 hartree

Atomic partial charges in e from the Mulliken method, atoms 1 to 99: -0.94, -0.12, -0.13, -0.53, 0.36, -2.12, 0.55, -0.07, -2.14, -0.29, 0.12, 0.56, -0.70, -0.17, -0.18, -1.53, 0.80, 0.48, -0.19, 0.25, -0.17, -0.01, -0.10, 0.43, -0.23, -0.72, 0.32, -0.42, -0.20, -0.21, 0.29, -1.51, -0.29, 0.51, -0.52, -0.61, -0.24, 0.62, 0.06, -0.16, -0.20, -0.43, 0.16, -1.13, 0.44, 0.15, 0.22, -0.47, 0.58, 0.51, -0.45, 0.33, 0.31, 0.72, 0.45, 1.18, -1.29, 0.25, 0.70, 0.50, 0.80, 0.18, 0.06, 0.46, 0.21, 0.22, 0.67, 0.65, 0.23, 0.11, 0.36, 0.48, 0.35, 0.32, 0.37, 0.30, 0.14, 0.08, 0.52, -0.02, 0.29, 0.22, 0.31, 0.38, -1.00, 0.01, -1.05, -1.07, 0.18, -0.06, -1.04, -1.06, -0.69, 0.30, 0.25, 0.19, 0.38, 0.30, 0.23

---

The following is a DFT calculation (ωB97M-V/def2-TZVPD) of the ion C4H11N2 with charge +1.

The geometry in XYZ format:
```
17
Properties=species:S:1:pos:R:3
C 1.70940 -0.36711 -1.14116
N 0.30391 -0.53773 -0.95077
C -0.35064 -1.44324 -0.03924
C -0.53010 -0.02162 0.09400
C -1.65504 0.93677 -0.17552
N 0.17375 0.61180 1.32328
H 1.82866 0.77288 -1.13838
H 2.18346 -0.66655 -0.16932
H 2.11947 -0.91676 -2.04778
H 0.26818 -1.90208 0.78770
H -1.23647 -1.98748 -0.46804
H -1.33451 2.01014 -0.07872
H -2.36809 0.66750 0.67180
H -2.14491 0.75010 -1.23133
H 0.97390 -0.03911 1.45509
H -0.47008 0.63439 2.10507
H 0.52910 1.49808 1.00332
```

Total charge   +1
HOMO level   -0.50903 Ha
Gap between HOMO and LUMO   10.190 eV
Energy above the lowest of the compared OMol25 structures with the same formula, charge and spin   74.2 kcal/mol
SMILES   CN1C[C@@]1(C)[NH3+]
Calculated total energy   -268.186576 hartree

Now the Mulliken charges, all in e: -0.64, -0.24, -0.57, 0.44, -1.25, -0.26, 0.28, 0.25, 0.28, 0.28, 0.26, 0.36, 0.35, 0.33, 0.41, 0.34, 0.36

---

The following is a DFT calculation (ωB97M-V/def2-TZVPD) of a cluster of 8 separate species, C9H33NO8 in total.

The geometry in XYZ format:
```
51
Properties=species:S:1:pos:R:3
C -1.01607 -1.42187 2.01233
C -1.78834 -0.89635 0.80551
C -1.35082 -1.72435 -0.45363
C -3.38115 -1.15572 0.99456
C -3.90284 -0.22324 2.06552
C -3.55185 1.25951 1.76599
C -2.06201 1.66590 1.39083
C -2.20154 2.90924 0.46063
C -1.31261 1.76787 2.70686
N -1.45866 0.52802 0.54294
O -0.13982 0.64768 0.13605
H -1.62002 -1.73864 2.86263
H -0.29057 -0.70157 2.39039
H -0.34592 -2.27792 1.93383
H -1.67816 -2.76264 -0.50764
H -0.28671 -1.75413 -0.68792
H -1.73516 -1.14072 -1.29014
H -3.94603 -0.87401 0.10594
H -3.61167 -2.21905 1.06010
H -3.53071 -0.47457 3.05872
H -4.95305 -0.40282 2.29554
H -3.76551 1.76271 2.70898
H -4.24464 1.74698 1.08005
H -1.30494 3.45033 0.15825
H -2.62362 2.68835 -0.51975
H -2.88547 3.63103 0.90712
H -1.58787 2.66965 3.25379
H -1.45325 0.95212 3.41599
H -0.26626 1.85892 2.41539
H -0.33794 0.93149 -0.75938
O 3.09925 0.65201 -3.76357
H 3.17548 -0.28197 -3.95878
H 3.52294 0.75443 -2.91138
O 2.23969 1.47461 1.29364
H 2.27953 2.13018 0.59732
H 1.30388 1.33814 1.44152
O 2.12594 -2.89724 -3.06620
H 1.76083 -2.21527 -2.50241
H 2.47147 -2.42358 -3.82283
O -0.07159 1.45938 -2.78707
H 0.45164 2.22269 -2.54250
H 0.51931 0.71562 -2.66922
O 5.51657 -1.26321 -3.21318
H 5.16679 -1.78436 -2.49048
H 6.41549 -1.57419 -3.32023
O 2.48105 -0.35287 -1.12781
H 2.61060 0.34576 -0.48643
H 3.19655 -0.96667 -0.96190
O 4.50963 -2.04986 -0.27614
H 4.51424 -1.46890 0.48458
H 5.34373 -2.51682 -0.22655
```

HOMO level   -0.29777 Ha
Gap between HOMO and LUMO   8.142 eV
Energy above the lowest of the compared OMol25 structures with the same formula, charge and spin   29.2 kcal/mol
SMILES   CC1(C)CCCC(C)(C)N1O.O.O.O.O.O.O.O
Calculated total energy   -1019.291246 hartree

Now the Mulliken charges, all in e: -1.66, 1.67, -2.11, -1.23, -0.78, -1.18, 1.49, -1.90, -1.55, -0.06, 0.20, 0.34, 0.31, 0.42, 0.42, 0.36, 0.46, 0.40, 0.45, 0.36, 0.44, 0.40, 0.43, 0.35, 0.42, 0.44, 0.46, 0.37, 0.18, 0.27, -0.57, 0.23, 0.32, -0.80, 0.33, 0.31, -0.64, 0.31, 0.32, -0.68, 0.31, 0.33, -0.57, 0.32, 0.28, -0.40, 0.20, 0.27, -0.63, 0.30, 0.27